{
  "formula": "C36H60N2O4",
  "method": "the ωB97M-V functional and the def2-TZVPD basis",
  "elements": ["C", "C", "C", "C", "C", "C", "C", "C", "C", "O", "C", "C", "C", "C", "C", "C", "C", "C", "C", "O", "H", "H", "H", "H", "H", "H", "H", "H", "H", "H", "H", "H", "H", "H", "H", "H", "H", "H", "H", "H", "H", "H", "H", "H", "C", "C", "C", "C", "C", "C", "N", "O", "C", "C", "C", "H", "H", "H", "H", "H", "H", "H", "H", "H", "H", "H", "H", "H", "H", "H", "H", "H", "H", "C", "C", "C", "C", "C", "C", "N", "O", "C", "C", "C", "H", "H", "H", "H", "H", "H", "H", "H", "H", "H", "H", "H", "H", "H", "H", "H", "H", "H"],
  "positions_angstrom": [[6.19, -1.52, -0.44], [5.08, -0.85, -1.02], [3.93, 0.00, -1.81], [2.77, 0.65, -0.79], [1.92, 1.72, -1.70], [0.35, 1.89, -1.28], [-0.18, 2.37, 0.03], [0.84, 2.73, 1.26], [-1.82, 2.52, 0.21], [-2.31, 3.49, 1.01], [-2.78, 1.50, -0.63], [-2.26, 1.00, -1.96], [-3.23, -0.04, -2.78], [-2.55, -1.55, -2.59], [-2.74, -2.01, -0.99], [-2.03, -3.46, -0.68], [-0.51, -3.61, -1.32], [0.56, -2.57, -0.60], [-0.80, 1.56, -2.45], [-0.53, 1.78, -3.76], [6.96, -1.97, 0.34], [4.46, 0.93, -2.34], [3.37, -0.58, -2.66], [3.40, 1.25, 0.02], [2.13, -0.17, -0.25], [2.47, 2.77, -1.59], [1.97, 1.31, -2.82], [0.24, 3.45, 1.98], [1.06, 1.74, 1.87], [1.85, 3.20, 0.91], [-3.84, 1.15, -0.24], [-4.35, -0.03, -2.38], [-3.20, 0.32, -3.92], [-2.99, -2.34, -3.34], [-1.38, -1.37, -2.75], [-3.91, -2.01, -0.77], [-2.24, -1.21, -0.26], [-2.03, -3.63, 0.49], [-2.69, -4.31, -1.17], [-0.54, -3.48, -2.51], [-0.15, -4.69, -1.07], [1.28, -2.08, -1.42], [1.19, -3.13, 0.24], [-0.06, -1.72, -0.06], [6.20, -7.40, -1.72], [6.85, -6.52, -0.61], [7.57, -7.38, 0.48], [6.68, -7.98, 1.55], [5.74, -6.93, 2.13], [4.92, -6.22, 1.03], [5.79, -5.62, -0.05], [6.43, -4.50, 0.50], [3.91, -7.25, 0.45], [3.99, -5.15, 1.68], [8.00, -5.78, -1.38], [5.12, -7.43, -1.69], [6.42, -7.00, -2.72], [6.57, -8.43, -1.69], [8.31, -6.75, 0.99], [8.15, -8.18, 0.00], [6.12, -8.83, 1.15], [7.31, -8.38, 2.36], [5.07, -7.41, 2.86], [6.33, -6.20, 2.70], [3.31, -6.82, -0.36], [3.21, -7.59, 1.22], [4.39, -8.16, 0.07], [4.54, -4.39, 2.26], [3.29, -5.62, 2.39], [3.39, -4.63, 0.92], [7.60, -5.08, -2.13], [8.64, -6.50, -1.91], [8.66, -5.21, -0.71], [-7.65, 6.95, -0.27], [-7.35, 7.26, 1.23], [-6.73, 8.68, 1.42], [-5.23, 8.79, 1.16], [-4.47, 7.69, 1.89], [-5.01, 6.29, 1.54], [-6.50, 6.16, 1.78], [-6.69, 6.13, 3.18], [-4.65, 5.99, 0.05], [-4.20, 5.21, 2.32], [-8.78, 7.35, 1.86], [-6.98, 6.20, -0.70], [-8.64, 6.50, -0.39], [-7.61, 7.84, -0.89], [-6.90, 9.01, 2.46], [-7.25, 9.41, 0.79], [-5.03, 8.77, 0.09], [-4.88, 9.77, 1.52], [-3.40, 7.77, 1.63], [-4.52, 7.87, 2.97], [-5.03, 5.02, -0.27], [-3.56, 5.98, -0.09], [-5.02, 6.75, -0.64], [-4.24, 5.34, 3.41], [-3.13, 5.24, 2.05], [-4.56, 4.20, 2.08], [-9.29, 6.38, 1.85], [-9.41, 8.06, 1.29], [-8.77, 7.72, 2.90]],
  "mulliken_spin": [-0.01, 0.01, 0.00, 0.00, 0.00, 0.00, 0.00, 0.00, 0.00, 0.00, 0.00, 0.00, 0.00, 0.00, 0.00, 0.00, 0.00, 0.00, 0.00, 0.00, 0.00, 0.00, 0.00, 0.00, 0.00, 0.00, 0.00, 0.00, 0.00, 0.00, 0.00, 0.00, 0.00, 0.00, 0.00, 0.00, 0.00, 0.00, 0.00, 0.00, 0.00, 0.00, 0.00, 0.00, 0.01, 0.02, 0.02, -0.02, 0.02, 0.03, 0.28, 0.65, 0.01, -0.02, -0.01, -0.01, 0.00, 0.00, 0.00, 0.00, 0.00, 0.00, 0.00, 0.00, -0.01, 0.00, 0.00, 0.00, 0.00, 0.01, 0.00, 0.00, 0.00, 0.01, 0.03, 0.02, -0.02, 0.02, 0.01, 0.28, 0.65, 0.02, 0.00, -0.01, -0.01, 0.00, 0.00, 0.00, 0.00, 0.00, 0.00, 0.00, 0.00, -0.01, 0.00, 0.00, 0.00, 0.00, -0.01, 0.00, 0.00, 0.00],
  "homo_energy_ev": [-8.8, -9.1],
  "multiplicity": 3
}

***

{
  "formula": "C36H61HgNO18S7",
  "method": "the ωB97M-V functional and the def2-TZVPD basis",
  "elements": ["Hg", "C", "C", "C", "O", "C", "C", "C", "O", "O", "O", "H", "H", "C", "C", "N", "H", "H", "H", "C", "C", "C", "S", "O", "O", "C", "H", "H", "H", "H", "H", "H", "H", "H", "C", "C", "C", "S", "O", "O", "C", "H", "H", "H", "H", "H", "H", "H", "H", "C", "C", "C", "S", "O", "O", "C", "H", "H", "H", "H", "H", "H", "H", "H", "C", "C", "C", "S", "O", "O", "C", "H", "H", "H", "H", "H", "H", "H", "H", "C", "C", "C", "S", "O", "O", "C", "H", "H", "H", "H", "H", "H", "H", "H", "C", "C", "C", "S", "O", "O", "C", "H", "H", "H", "H", "H", "H", "H", "H", "C", "C", "C", "S", "O", "O", "C", "H", "H", "H", "H", "H", "H", "H", "H"],
  "positions_angstrom": [[0.67, -4.33, -17.26], [2.29, -7.35, -20.09], [1.86, -6.17, -19.42], [2.66, -4.77, -19.62], [2.24, -3.78, -18.94], [3.80, -4.82, -20.59], [4.09, -6.03, -21.25], [3.30, -7.27, -20.99], [3.49, -8.30, -21.69], [5.19, -6.05, -21.99], [0.92, -6.17, -18.60], [1.92, -8.34, -19.87], [4.44, -3.96, -20.75], [0.88, -5.81, -22.90], [-0.01, -6.87, -22.49], [-0.74, -7.70, -22.11], [0.97, -5.05, -22.12], [0.29, -5.40, -23.71], [1.85, -6.22, -23.17], [1.80, 0.20, -14.27], [0.70, 1.04, -14.87], [0.10, 0.21, -16.03], [1.49, -0.77, -16.68], [2.03, -0.13, -17.88], [1.23, -2.20, -16.70], [2.73, -0.44, -15.32], [1.28, -0.53, -13.66], [2.34, 0.73, -13.49], [1.10, 1.99, -15.21], [-0.05, 1.36, -14.14], [-0.42, 0.74, -16.82], [-0.54, -0.56, -15.58], [3.54, 0.18, -15.69], [3.01, -1.49, -15.19], [-0.66, -1.20, -21.66], [-1.99, -2.05, -21.71], [-2.60, -2.03, -20.29], [-1.18, -2.07, -19.05], [-0.60, -3.42, -19.03], [-1.48, -1.33, -17.79], [-0.13, -1.10, -20.21], [-0.99, -0.27, -22.12], [0.02, -1.72, -22.33], [-1.83, -3.06, -22.12], [-2.60, -1.59, -22.49], [-3.27, -2.86, -20.08], [-3.12, -1.09, -20.14], [0.88, -1.39, -19.94], [-0.29, -0.10, -19.81], [-2.37, -8.33, -19.31], [-2.45, -8.64, -17.78], [-3.26, -7.50, -17.07], [-2.71, -5.95, -17.95], [-1.40, -5.65, -17.30], [-3.79, -5.02, -18.02], [-2.34, -6.81, -19.50], [-3.17, -8.83, -19.86], [-1.50, -8.83, -19.74], [-1.43, -8.47, -17.42], [-2.85, -9.64, -17.69], [-3.14, -7.28, -16.01], [-4.31, -7.52, -17.37], [-1.31, -6.61, -19.81], [-3.01, -6.47, -20.29], [0.23, -9.60, -14.20], [0.83, -9.92, -15.53], [1.58, -8.67, -16.09], [1.33, -7.18, -14.98], [0.77, -6.04, -15.67], [2.57, -6.99, -14.27], [0.08, -8.08, -13.91], [0.79, -9.99, -13.35], [-0.81, -9.91, -14.06], [0.03, -10.16, -16.23], [1.50, -10.78, -15.43], [1.05, -8.29, -16.96], [2.65, -8.72, -16.26], [-0.77, -7.86, -14.56], [-0.13, -7.69, -12.92], [-3.60, -4.57, -13.16], [-4.17, -4.10, -14.55], [-3.31, -2.94, -15.02], [-1.59, -3.20, -14.37], [-0.97, -2.15, -13.45], [-0.77, -3.83, -15.47], [-2.05, -4.65, -13.24], [-3.88, -5.49, -12.64], [-3.85, -3.72, -12.53], [-5.20, -3.74, -14.53], [-4.17, -4.83, -15.36], [-3.53, -1.98, -14.56], [-3.19, -2.89, -16.10], [-1.56, -4.56, -12.27], [-1.61, -5.56, -13.64], [2.87, -2.86, -10.24], [3.64, -4.17, -10.40], [3.45, -4.50, -11.96], [1.74, -4.07, -12.38], [0.80, -5.24, -12.24], [1.67, -3.25, -13.49], [1.46, -2.97, -10.93], [3.49, -2.10, -10.71], [2.82, -2.47, -9.23], [2.99, -4.79, -9.78], [4.68, -4.17, -10.08], [3.92, -5.41, -12.35], [3.92, -3.65, -12.46], [0.88, -3.65, -10.30], [0.82, -2.10, -11.09], [6.64, -3.99, -16.91], [6.63, -4.95, -15.69], [5.22, -5.17, -15.13], [4.15, -5.06, -16.68], [2.85, -4.50, -16.44], [4.24, -6.39, -17.32], [5.24, -3.78, -17.57], [7.19, -4.43, -17.73], [7.09, -3.06, -16.55], [7.38, -4.73, -14.93], [7.00, -5.92, -16.01], [4.96, -4.28, -14.56], [4.96, -6.05, -14.53], [4.88, -2.80, -17.24], [5.19, -3.60, -18.65]],
  "lowdin_charge": [1.19, -0.03, -0.33, -0.30, -0.13, -0.01, -0.33, -0.44, 0.00, -0.07, -0.14, 0.11, 0.09, -0.04, -0.26, 0.16, 0.08, 0.08, 0.10, -0.24, -0.20, -0.20, 0.74, -0.33, -0.40, -0.15, 0.09, 0.11, 0.11, 0.12, 0.10, 0.07, 0.11, 0.08, -0.17, -0.20, -0.18, 0.77, -0.38, -0.35, -0.19, 0.11, 0.11, 0.10, 0.11, 0.09, 0.10, 0.09, 0.09, -0.21, -0.18, -0.19, 0.72, -0.41, -0.32, -0.22, 0.11, 0.10, 0.09, 0.11, 0.09, 0.09, 0.07, 0.10, -0.23, -0.19, -0.14, 0.72, -0.39, -0.33, -0.19, 0.11, 0.11, 0.10, 0.12, 0.08, 0.11, 0.07, 0.10, -0.18, -0.19, -0.19, 0.84, -0.37, -0.44, -0.19, 0.11, 0.11, 0.12, 0.09, 0.10, 0.09, 0.08, 0.08, -0.24, -0.17, -0.18, 0.68, -0.35, -0.30, -0.18, 0.10, 0.11, 0.11, 0.12, 0.09, 0.08, 0.09, 0.10, -0.19, -0.23, -0.18, 0.76, -0.40, -0.30, -0.15, 0.11, 0.11, 0.11, 0.11, 0.08, 0.09, 0.08, 0.09],
  "homo_energy_ev": -5.8
}

***

Going through the records in order, we get F_max values of 0.18919 0.11532 Eh/bohr.
Going through the records in order, we get total energy values of -1817.49467 -5757.80717 hartree.